Computed, not measured: 2 unconnected molecules or ions with the total composition C5H10N at a distorted geometry, with ωB97M-V/def2-TZVPD.

Charge = +1
HOMO-LUMO gap (spin up / spin down) = 6.4 / 10.7 eV
Energy relative to the best compared isomer or geometry (same formula, charge and spin) = 171.7 kcal per mole
Highest occupied orbital energy (spin up / spin down) = -12.80 / -14.74 eV

Last column: natural (NBO) charge in e.
Positions of all 16 atoms, in Å:
N (1.1139, 0.4351, -0.1882)  -0.38
C (0.1988, -0.6435, -0.1812)  0.19
C (1.3712, -0.7663, 0.6303)  -0.11
C (0.6437, 1.6851, 0.3705)  -0.45
C (-2.9137, 0.0060, -0.2315)  -0.36
C (1.1055, -1.7481, -0.4203)  -0.44
H (0.1460, 2.2092, -0.5045)  0.25
H (-3.1057, -0.8751, -0.8596)  0.20
H (-0.2208, 1.5754, 1.1211)  0.25
H (1.4210, -1.0039, 1.6742)  0.28
H (0.9485, -2.7732, -0.0613)  0.28
H (1.4952, 2.1626, 0.9383)  0.25
H (1.7464, 0.5749, -0.9752)  0.43
H (-3.0161, -0.0317, 0.8509)  0.19
H (-2.5309, 0.9053, -0.7179)  0.18
H (1.5971, -1.7119, -1.4456)  0.23



Computed, not measured: a gas-phase ion, C5H10N (charge +1) at a distorted geometry, with ωB97M-V/def2-TZVPD.

Charge = +1
HOMO-LUMO gap (spin up / spin down) = 7.0 / 7.4 eV
Energy relative to the best compared isomer or geometry (same formula, charge and spin) = 183.4 kcal per mole
Highest occupied orbital energy (spin up / spin down) = -14.34 / -14.19 eV

Last column: natural (NBO) charge in e.
Positions of all 16 atoms, in Å:
N (-0.3803, 1.1209, 0.0434)  -0.13
C (1.0599, 1.3833, -0.0405)  -0.55
C (2.0741, -0.9975, 0.0185)  -0.86
C (2.1530, 0.4076, -0.0387)  0.64
C (-1.0403, -0.0092, -0.3299)  -0.31
C (-2.3737, -0.2495, 0.3339)  -0.60
H (-1.0295, 0.0126, -1.4595)  0.26
H (2.0532, -1.1528, 1.0519)  0.33
H (-0.5667, -0.9808, -0.0667)  0.20
H (1.0819, 2.3092, -0.7320)  0.36
H (-2.9081, -1.2282, -0.0942)  0.23
H (-2.9700, 0.5006, 0.0272)  0.23
H (-2.4940, -0.1215, 1.3217)  0.23
H (1.0993, -1.5160, -0.2987)  0.30
H (2.8055, -1.4322, -0.6495)  0.32
H (1.4358, 1.9534, 0.9131)  0.36



Computed, not measured: 2 unconnected molecules or ions with the total composition C5H10N at a distorted geometry, with ωB97M-V/def2-TZVPD.

Charge = +1
HOMO-LUMO gap (spin up / spin down) = 5.5 / 7.7 eV
Energy relative to the best compared isomer or geometry (same formula, charge and spin) = 142.2 kcal per mole
Highest occupied orbital energy (spin up / spin down) = -11.97 / -13.15 eV

Last column: natural (NBO) charge in e.
Positions of all 16 atoms, in Å:
N (2.8140, -1.2754, -0.0021)  -0.73
C (-2.2359, 0.1408, -0.2462)  -0.29
C (2.0470, -0.2328, -0.1770)  0.26
C (-1.1506, -0.3503, 0.1674)  0.22
C (-3.6001, -0.4828, 0.1100)  -0.58
C (2.5485, 1.0944, 0.0827)  -0.77
H (-3.6812, -1.0644, 1.1222)  0.25
H (-2.2555, 0.9416, -0.8775)  0.29
H (-0.3341, -0.8862, 0.6298)  0.27
H (-4.2987, 0.2636, 0.3004)  0.25
H (3.8371, -1.0568, 0.1503)  0.40
H (2.3526, -2.1657, 0.0292)  0.43
H (3.5810, 1.0329, 0.2105)  0.21
H (-3.8253, -1.0627, -0.6681)  0.24
H (2.0865, 1.7664, -0.6982)  0.27
H (2.3171, 1.4459, 1.1384)  0.29



Computed, not measured: a gas-phase ion, C5H10N (charge +1) at a distorted geometry, with ωB97M-V/def2-TZVPD.

Charge = +1
HOMO-LUMO gap = 6.0 eV
Energy relative to the best compared isomer or geometry (same formula, charge and spin) = 125.1 kcal per mole
Highest occupied orbital energy = -13.88 eV

Last column: natural (NBO) charge in e.
Positions of all 16 atoms, in Å:
N (-1.9548, 0.2379, -0.4503)  -0.37
C (1.6593, 0.4871, -0.4017)  -0.45
C (-1.9431, -0.6087, 0.7921)  0.05
C (0.3521, 0.5885, -1.1399)  -0.07
C (1.5108, -0.5707, 0.7339)  -0.57
C (-0.7611, 0.9621, -0.4839)  -0.03
H (2.5159, 0.1933, -1.0410)  0.25
H (1.8776, 1.4314, 0.1000)  0.24
H (-2.1380, -0.2281, -1.3458)  0.42
H (-2.2955, -1.5660, 0.4140)  0.20
H (0.5021, -0.3619, 1.1730)  0.17
H (2.2764, -0.4991, 1.5029)  0.25
H (-2.6218, -0.1213, 1.4986)  0.25
H (0.2088, 0.0245, -2.0668)  0.22
H (1.4659, -1.6173, 0.3388)  0.22
H (-0.6546, 1.6484, 0.3761)  0.22



- Among the records above, which one has the lowest energy relative to the best compared isomer or geometry (same formula, charge and spin)?
  number 4



- What is the energy relative to the best compared isomer or geometry (same formula, charge and spin) in the first record?
  171.7 kcal per mole



- What is the charge in the third record?
  +1



- Look up the energy relative to the best compared isomer or geometry (same formula, charge and spin) of the first one.
  171.7 kcal per mole